# 1
Molecular formula: C12H29Cl2GaN2P
Method: DFT, ωB97M-V/def2-TZVPD

CARTESIAN COORDINATES (ANGSTROEM)
Ga (-0.14, 0.15, -2.77)
Cl (-1.53, -1.54, -3.22)
Cl (2.05, 0.00, -2.77)
P (0.10, -0.01, -5.38)
N (0.35, 0.36, 1.80)
N (0.15, 0.14, 4.28)
C (1.10, -0.66, 5.04)
C (0.07, 1.78, -5.96)
C (-1.10, -0.82, -6.57)
C (-1.00, 0.69, 4.99)
C (0.05, 2.01, -7.48)
C (1.71, -0.86, -7.68)
C (2.30, -1.86, -5.51)
C (-2.49, -0.23, -6.42)
C (-1.02, 2.64, -5.31)
C (0.25, 0.26, 2.97)
C (1.71, -0.61, -6.17)
C (-1.12, -2.33, -6.33)
H (-1.94, 0.21, 4.67)
H (1.30, -0.04, -8.27)
H (-0.19, -2.84, -6.58)
H (3.26, -2.09, -6.00)
H (-0.73, 1.43, -7.98)
H (-1.10, 1.76, 4.80)
H (2.75, -1.00, -7.99)
H (-2.57, 0.78, -6.84)
H (-0.83, 0.50, 6.05)
H (1.66, -2.74, -5.61)
H (-0.89, 2.74, -4.23)
H (-2.03, 2.26, -5.50)
H (-0.69, 1.57, -3.06)
H (2.12, -0.30, 4.88)
H (-1.34, -2.53, -5.28)
H (0.82, -0.56, 6.08)
H (1.05, 2.11, -5.57)
H (2.51, -1.70, -4.44)
H (-0.16, 3.07, -7.66)
H (1.07, -1.71, 4.73)
H (-1.93, -2.77, -6.93)
H (-0.52, 0.50, -1.26)
H (-0.95, 3.66, -5.74)
H (1.02, 1.79, -7.93)
H (1.16, -1.78, -7.94)
H (2.36, 0.25, -5.95)
H (-0.72, -0.62, -7.58)
H (-3.20, -0.86, -6.96)
H (-2.79, -0.20, -5.37)

Computed properties:
HOMO-LUMO gap = 0.20675 hartree
total charge = -1
E_LUMO = 2.4353 eV
E_HOMO = -0.117 Ha
electronic energy = -3770.6883 a.u.


# 2
Molecular formula: C5H13N
Method: DFT, ωB97M-V/def2-TZVPD

CARTESIAN COORDINATES (ANGSTROEM)
N (3.11, -0.23, -1.39)
C (-0.38, 0.29, 1.12)
C (0.44, 0.89, 0.08)
C (-0.19, -1.01, 1.80)
C (-0.77, 0.14, -0.68)
C (-2.43, 0.19, -0.48)
H (3.26, 0.33, -2.24)
H (-2.71, 1.16, -0.26)
H (0.71, -1.47, 1.27)
H (2.62, -1.01, -1.73)
H (-1.07, -1.68, 1.99)
H (-0.39, -0.87, -0.91)
H (-2.90, -0.21, -1.38)
H (0.67, 1.88, -0.13)
H (-1.35, 0.77, 1.58)
H (2.56, 0.36, -0.74)
H (0.11, -0.71, 2.82)
H (-2.54, -0.61, 0.30)
H (-0.72, 0.65, -1.86)

Computed properties:
⟨S²⟩ = 0.7598
HOMO-LUMO gap (spin up / spin down) = 0.16936 / 0.21873 hartree
total charge = -1
spin multiplicity = 2
E_LUMO (spin up / spin down) = 4.4077 / 4.2428 eV
E_HOMO (spin up / spin down) = -0.007 / -0.063 Ha
electronic energy = -252.8255 a.u.


# 3
Molecular formula: C18H26Br6O8
Method: DFT, ωB97M-V/def2-TZVPD

CARTESIAN COORDINATES (ANGSTROEM)
Br (-3.51, 1.07, -4.91)
Br (-1.42, -1.31, -5.02)
Br (-0.41, 1.70, -4.86)
Br (-0.36, 2.88, -0.51)
Br (0.02, -0.18, -1.20)
Br (-2.85, 0.88, -0.42)
O (-2.23, 7.83, 2.88)
O (2.10, -2.46, -3.85)
O (-0.21, -5.39, 1.25)
O (3.18, -0.74, 2.61)
O (1.25, 0.14, 1.93)
O (-1.19, -3.38, 1.25)
O (2.15, -4.67, -3.48)
O (-2.27, 6.00, 1.60)
C (-3.84, 7.67, 1.04)
C (-0.26, -4.27, 1.68)
C (1.62, -3.42, -3.34)
C (4.72, 0.52, 1.37)
C (0.42, -3.48, -2.41)
C (-1.01, -2.13, 1.97)
C (0.05, -4.96, -2.39)
C (4.53, -0.81, 2.12)
C (-2.72, 7.23, 1.97)
C (-3.61, 6.78, -0.18)
C (-0.95, 1.10, -0.16)
C (-0.26, -2.48, 3.24)
C (3.33, 0.76, 0.80)
C (-1.78, 0.45, -4.34)
C (2.44, 0.06, 1.81)
C (0.61, -3.63, 2.74)
C (1.36, -5.65, -2.79)
C (-2.96, 5.54, 0.44)
H (-0.75, 0.89, 0.88)
H (5.03, 1.27, 2.09)
H (-1.77, 0.39, -3.26)
H (-4.53, 6.51, -0.69)
H (-0.36, -2.85, -2.82)
H (0.94, -4.35, 3.48)
H (1.92, -6.04, -1.94)
H (-3.69, 4.79, 0.76)
H (4.59, -1.68, 1.46)
H (-4.82, 7.54, 1.49)
H (0.74, -3.06, -1.46)
H (0.31, -1.62, 3.59)
H (-0.42, -1.46, 1.34)
H (-3.66, 8.72, 0.80)
H (5.50, 0.47, 0.61)
H (-2.25, 5.04, -0.22)
H (1.50, -3.23, 2.25)
H (1.20, -6.50, -3.46)
H (-1.97, -1.64, 2.13)
H (-0.74, -5.16, -3.12)
H (-2.92, 7.24, -0.89)
H (3.16, 0.31, -0.18)
H (3.06, 1.81, 0.76)
H (-0.91, -2.79, 4.06)
H (5.23, -0.92, 2.94)
H (-0.33, -5.31, -1.44)

Computed properties:
HOMO-LUMO gap = 0.36564 hartree
total charge = 0
E_LUMO = -0.1592 eV
E_HOMO = -0.371 Ha
electronic energy = -16747.5197 a.u.


# 4
Molecular formula: C4H12O
Method: DFT, ωB97M-V/def2-TZVPD

CARTESIAN COORDINATES (ANGSTROEM)
O (-2.07, 2.29, -1.11)
C (-1.91, 0.94, -0.81)
C (1.08, -1.18, 1.93)
C (1.01, -1.54, 0.45)
C (1.93, -0.62, -0.44)
H (-0.04, -1.49, 0.14)
H (-1.25, 2.79, -1.26)
H (1.41, -2.54, 0.27)
H (1.64, -0.80, -1.47)
H (-2.86, 0.48, -1.09)
H (2.10, -1.25, 2.28)
H (2.94, -0.84, -0.13)
H (1.69, 0.42, -0.18)
H (0.42, -1.87, 2.47)
H (-1.02, 0.56, -1.30)
H (-1.79, 0.87, 0.30)
H (0.59, -0.22, 2.08)

Computed properties:
⟨S²⟩ = 0.7541
HOMO-LUMO gap (spin up / spin down) = 0.36121 / 0.12431 hartree
total charge = +1
spin multiplicity = 2
E_LUMO (spin up / spin down) = -4.5256 / -10.9686 eV
E_HOMO (spin up / spin down) = -0.528 / -0.527 Ha
electronic energy = -234.4118 a.u.


# 5
Molecular formula: C2H10NS
Method: DFT, ωB97M-V/def2-TZVPD

CARTESIAN COORDINATES (ANGSTROEM)
S (0.16, -0.44, 0.54)
N (0.54, -0.12, -2.59)
C (-1.64, -0.17, 0.53)
C (0.75, 0.95, 1.66)
H (0.73, -1.00, -3.05)
H (-0.01, 1.00, 2.41)
H (-0.45, 0.14, -2.55)
H (1.02, 0.68, -3.02)
H (0.72, 1.83, 1.03)
H (-1.89, 0.65, 1.20)
H (-2.11, 0.02, -0.43)
H (0.78, -0.10, -1.54)
H (-2.08, -1.07, 0.97)
H (1.77, 0.67, 1.89)

Computed properties:
HOMO-LUMO gap = 0.33571 hartree
total charge = +1
E_LUMO = -3.8492 eV
E_HOMO = -0.477 Ha
electronic energy = -534.8744 a.u.


# 6
Molecular formula: C3H12N3O
Method: DFT, ωB97M-V/def2-TZVPD

CARTESIAN COORDINATES (ANGSTROEM)
O (-0.28, -1.55, -0.21)
N (-1.17, -1.11, -2.25)
N (1.12, -1.12, -1.95)
N (-0.28, 0.52, 1.52)
C (-0.79, 1.74, 0.81)
C (1.15, 0.47, 1.93)
C (-0.12, -1.30, -1.41)
H (-0.63, 2.61, 1.45)
H (-0.90, 0.31, 2.29)
H (-1.85, 1.60, 0.66)
H (1.36, -0.53, 2.29)
H (1.91, -1.49, -1.45)
H (1.32, 1.26, 2.65)
H (-1.03, -1.15, -3.24)
H (1.75, 0.60, 1.03)
H (-0.42, -0.29, 0.85)
H (-2.06, -1.42, -1.91)
H (-0.27, 1.80, -0.14)
H (1.22, -0.95, -2.93)

Computed properties:
HOMO-LUMO gap = 0.42573 hartree
total charge = +1
E_LUMO = -2.7171 eV
E_HOMO = -0.526 Ha
electronic energy = -360.8274 a.u.


# 7
Molecular formula: C5H8O
Method: DFT, ωB97M-V/def2-TZVPD

CARTESIAN COORDINATES (ANGSTROEM)
O (0.83, 1.85, -0.19)
C (-0.26, 1.14, -0.25)
C (-1.55, -1.01, 0.29)
C (-0.28, -0.21, 0.29)
C (-0.41, -1.47, -0.57)
C (2.02, 1.47, 0.18)
H (-1.13, 1.72, -0.53)
H (-2.42, -0.58, -0.21)
H (2.75, 2.26, 0.20)
H (-1.78, -1.58, 1.18)
H (0.15, -2.35, -0.26)
H (-0.50, -1.33, -1.64)
H (0.36, -0.32, 1.17)
H (2.24, 0.42, 0.33)

Computed properties:
HOMO-LUMO gap (spin up / spin down) = 0.29612 / 0.28799 hartree
total charge = 0
E_LUMO (spin up / spin down) = 0.8865 / 0.9231 eV
E_HOMO (spin up / spin down) = -0.264 / -0.254 Ha
electronic energy = -270.3981 a.u.


# 8
Molecular formula: C25H25BrN3O3PtS
Method: DFT, ωB97M-V/def2-TZVPD

CARTESIAN COORDINATES (ANGSTROEM)
Pt (-0.08, 0.50, 0.51)
Br (-0.04, 2.62, 4.27)
S (0.09, -1.09, -2.04)
O (-4.01, -0.45, 4.97)
O (-1.14, -1.55, -1.25)
O (-0.16, -1.12, -3.46)
N (-0.77, 0.40, 2.49)
N (0.49, 0.28, -1.41)
N (1.44, 1.96, 0.41)
C (3.92, 2.51, -2.31)
C (1.80, -2.43, -0.40)
C (-2.86, -0.17, 4.27)
C (-1.31, 1.38, 3.30)
C (-1.61, -0.71, 0.01)
C (2.79, -3.35, -0.12)
C (-2.06, -1.22, 3.72)
C (-3.93, -1.09, -0.89)
C (2.79, 3.86, 0.98)
C (2.33, 0.82, -3.00)
C (1.67, 0.99, -1.78)
C (-3.49, 0.67, 0.81)
C (1.86, -3.07, -2.73)
C (-2.72, 0.99, -1.54)
C (-1.06, -0.87, 2.87)
C (2.12, 1.89, -0.80)
C (1.33, -2.30, -1.70)
C (3.24, 2.71, -1.09)
C (-2.42, 1.11, 4.13)
C (2.86, -3.98, -2.45)
C (3.61, 3.70, -0.15)
C (-2.92, -0.04, -0.43)
C (1.75, 3.01, 1.22)
C (3.47, 1.58, -3.24)
C (3.33, -4.12, -1.15)
H (4.79, 3.12, -2.53)
H (-2.87, 1.91, 4.70)
H (1.96, 0.14, -3.75)
H (-2.03, 1.78, -1.22)
H (4.11, -4.83, -0.93)
H (-2.23, -2.26, 3.98)
H (3.17, -3.44, 0.89)
H (4.00, 1.46, -4.17)
H (2.98, 4.66, 1.69)
H (-3.68, 1.45, -1.80)
H (-0.44, -1.65, 2.43)
H (-1.87, -1.54, 0.67)
H (4.45, 4.35, -0.34)
H (3.28, -4.58, -3.25)
H (-4.14, -1.80, -0.08)
H (-3.57, -1.65, -1.75)
H (-2.32, 0.53, -2.45)
H (1.49, -2.94, -3.74)
H (-4.13, -1.40, 4.97)
H (-3.61, -0.03, 1.64)
H (1.13, 3.12, 2.09)
H (-4.88, -0.61, -1.16)
H (-2.83, 1.47, 1.15)
H (-4.46, 1.10, 0.58)
H (1.39, -1.79, 0.38)

Computed properties:
⟨S²⟩ = 2.0333
HOMO-LUMO gap (spin up / spin down) = 0.15853 / 0.25663 hartree
total charge = -1
spin multiplicity = 3
E_LUMO (spin up / spin down) = 2.4693 / 2.4585 eV
E_HOMO (spin up / spin down) = -0.068 / -0.166 Ha
electronic energy = -4449.1314 a.u.


What is the total charge in the sixth record?
+1